# 1
Formula: C3H6O3S2
Source: the Open Molecules 2025 dataset
Level of theory: ωB97M-V with the def2-TZVPD basis set

ORCA input file:
```
! wB97M-V def2-TZVPD RIJCOSX def2/J DEFGRID3
* xyz 0 1
C 0.95 1.06 -0.19
C -1.27 0.04 -0.15
C -0.10 0.38 -1.03
O -0.27 -0.40 2.81
O -0.07 -2.46 1.39
O 0.28 -0.62 -1.90
S 1.88 -0.19 0.88
S 0.03 -1.01 1.56
H 1.77 1.57 -0.68
H 0.52 1.81 0.38
H -1.78 0.87 0.24
H -1.63 -0.92 -0.27
H -0.43 1.35 -1.60
H 0.13 -1.48 -1.45
*
```

Results
E_tot: -31018.42104 eV
ΔE to the lowest compared entry with this formula, charge and spin: 46.79 kcal/mol
HOMO energy: -9.49 eV
LUMO level: -0.0229 Eh



# 2
Formula: C9H9O2
Source: the Open Molecules 2025 dataset
Level of theory: ωB97M-V with the def2-TZVPD basis set

ORCA input file:
```
! wB97M-V def2-TZVPD RIJCOSX def2/J DEFGRID3
* xyz -1 1
C 3.07 -1.94 -1.92
C 0.32 -1.36 1.04
C 0.81 -2.02 -0.25
C -0.39 -0.12 0.58
C 0.48 -1.16 -1.45
C -0.25 0.00 -0.98
C 1.89 -1.39 -1.09
C 0.40 0.95 -0.08
C 0.00 2.37 0.25
O 4.19 -1.58 -1.69
O 2.50 -2.72 -2.69
H -0.24 -2.06 1.53
H 1.00 -1.15 1.79
H 0.80 -3.17 -0.16
H -1.24 0.20 1.07
H 0.09 -1.50 -2.32
H -1.13 0.39 -1.41
H 0.51 3.02 -0.39
H 0.04 2.66 1.25
H -1.23 2.42 0.01
*
```

Results
E_tot: -13568.56785 eV
ΔE to the lowest compared entry with this formula, charge and spin: 39.45 kcal/mol
HOMO energy (spin up / spin down): -2.84 / -4.08 eV
LUMO level (spin up / spin down): 0.1113 / 0.1318 Eh



# 3
Formula: CH5NO2Si
Source: the Open Molecules 2025 dataset
Level of theory: ωB97M-V with the def2-TZVPD basis set

ORCA input file:
```
! wB97M-V def2-TZVPD RIJCOSX def2/J DEFGRID3
* xyz 0 1
O 1.14 0.00 -1.13
Si 2.07 0.27 0.00
H 2.31 1.38 0.87
H 3.00 -0.61 0.84
C -1.36 0.35 0.62
N -1.08 0.03 -0.58
O -1.56 -1.15 -1.07
H -1.11 1.21 1.11
H -2.12 -0.32 1.29
H -1.30 -1.16 -1.94
*
```

Results
E_tot: -14576.47768 eV
SMILES string: O=[SiH2].C=NO
ΔE to the lowest compared entry with this formula, charge and spin: 56.95 kcal/mol
HOMO energy: -9.19 eV
LUMO level: -0.0150 Eh



# 4
Formula: C4H8OS
Source: the Open Molecules 2025 dataset
Level of theory: ωB97M-V with the def2-TZVPD basis set

ORCA input file:
```
! wB97M-V def2-TZVPD RIJCOSX def2/J DEFGRID3
* xyz 0 1
C -0.45 -1.50 1.17
C 0.31 0.01 -0.41
C 0.35 0.71 -1.77
C -0.10 1.19 0.41
H -0.62 -0.63 1.80
H -1.28 -2.12 1.43
H 0.49 -2.03 1.44
H 1.33 -0.27 -0.14
H -0.54 0.59 -2.38
H 1.29 0.42 -2.31
H -1.19 1.18 0.59
H 0.50 1.28 1.30
O -0.42 -1.18 -0.17
S 0.33 2.35 -0.97
*
```

Results
E_tot: -17158.91597 eV
ΔE to the lowest compared entry with this formula, charge and spin: 35.38 kcal/mol
HOMO energy: -8.83 eV
LUMO level: 0.0344 Eh



# 5
Formula: C5H10ClN4
Source: the Open Molecules 2025 dataset
Level of theory: ωB97M-V with the def2-TZVPD basis set

ORCA input file:
```
! wB97M-V def2-TZVPD RIJCOSX def2/J DEFGRID3
* xyz 1 1
C -4.47 0.90 -1.70
C 1.92 -0.11 0.76
C 2.95 -0.25 -0.10
C -0.01 -1.09 -0.14
C -0.01 1.31 -0.01
N -3.44 0.47 -1.47
N 0.60 -0.01 0.33
N -1.24 -1.04 -0.54
N 1.91 -0.08 2.16
Cl 0.81 -2.65 0.04
H -5.50 1.10 -1.90
H 2.60 -0.41 -1.11
H 4.05 -0.20 0.14
H 0.05 1.40 -1.12
H -1.00 1.30 0.39
H 0.39 2.13 0.69
H -1.61 -2.03 -0.77
H -1.85 -0.34 -1.01
H 2.75 0.01 2.75
H 1.08 -0.41 2.61
*
```

Results
E_tot: -23821.95325 eV
ΔE to the lowest compared entry with this formula, charge and spin: 50.96 kcal/mol
HOMO energy: -12.01 eV
LUMO level: -0.1138 Eh



# 6
Formula: C3H4KMgO4
Source: the Open Molecules 2025 dataset
Level of theory: ωB97M-V with the def2-TZVPD basis set

ORCA input file:
```
! wB97M-V def2-TZVPD RIJCOSX def2/J DEFGRID3
* xyz 1 1
H -1.06 -0.65 1.56
C -0.31 -1.31 1.14
C -0.15 -2.69 1.57
O -0.79 -2.34 0.33
H 0.83 -3.17 1.46
H -0.80 -3.09 2.35
O 0.75 -0.56 0.63
H 1.56 0.49 1.17
O -0.09 1.29 -1.26
C 0.74 0.89 -0.50
K -0.33 3.70 -3.03
Mg -1.87 5.95 -5.69
O 1.52 1.49 0.28
*
```

Results
E_tot: -33125.92344 eV
ΔE to the lowest compared entry with this formula, charge and spin: 118.05 kcal/mol
HOMO energy: -10.79 eV
LUMO level: -0.1418 Eh



# 7
Formula: C4H14N2O
Source: the Open Molecules 2025 dataset
Level of theory: ωB97M-V with the def2-TZVPD basis set

ORCA input file:
```
! wB97M-V def2-TZVPD RIJCOSX def2/J DEFGRID3
* xyz 0 1
C 0.64 0.20 2.18
N 1.00 -0.17 0.83
C 0.52 0.72 -0.24
C -0.62 0.19 -1.14
C -1.93 0.97 -0.98
N -2.02 2.16 -1.76
H 0.25 1.21 2.37
H -0.20 -0.38 2.59
H 1.48 0.11 2.86
H 0.65 -1.09 0.62
H 1.39 0.97 -0.86
H 0.27 1.71 0.15
H -0.78 -0.87 -0.98
H -0.27 0.44 -2.14
H -2.16 1.21 0.06
H -2.71 0.24 -1.22
H -2.00 3.02 -1.25
H -1.59 2.22 -2.67
O 2.34 -4.19 0.59
H 2.88 -4.74 1.17
H 2.85 -3.93 -0.19
*
```

Results
E_tot: -9401.58361 eV
SMILES string: CNCCCN.O
ΔE to the lowest compared entry with this formula, charge and spin: 46.66 kcal/mol
HOMO energy: -8.27 eV
LUMO level: 0.0348 Eh



# 8
Formula: C23H39N2O14PS6
Source: the Open Molecules 2025 dataset
Level of theory: ωB97M-V with the def2-TZVPD basis set

ORCA input file:
```
! wB97M-V def2-TZVPD RIJCOSX def2/J DEFGRID3
* xyz 0 1
C -1.87 -0.10 3.36
S -0.93 -1.61 3.45
O -1.79 -2.67 3.88
O -0.21 -1.77 2.21
C 0.30 -1.22 4.67
C 1.42 -0.59 4.19
C 2.48 -0.16 5.04
P 3.86 0.62 4.17
O 4.89 1.23 4.99
O 3.08 1.58 3.16
O 4.44 -0.50 3.19
C 2.40 -0.35 6.40
O 3.34 0.11 7.25
C 1.25 -1.03 6.92
N 1.02 -1.30 8.20
S -0.39 -2.04 8.26
N -0.80 -2.05 6.71
C 0.21 -1.46 6.06
H -1.34 0.59 2.72
H -2.86 -0.35 3.00
H -1.93 0.31 4.36
H 1.49 -0.40 3.13
H 2.28 1.88 3.62
H 3.73 -0.89 2.67
H 3.88 -0.62 7.58
C 1.44 5.72 1.58
C 0.87 5.46 0.18
C 0.31 4.03 0.18
S -0.18 3.68 1.87
O 0.66 2.62 2.37
O -1.61 3.60 1.96
C 0.38 5.23 2.57
H 1.67 6.77 1.74
H 2.36 5.15 1.72
H 0.07 6.17 -0.02
H 1.62 5.58 -0.59
H -0.57 3.93 -0.46
H 1.06 3.30 -0.11
H 0.76 5.06 3.57
H -0.48 5.90 2.60
C -1.62 -2.23 -1.89
C -1.82 -1.20 -3.02
C -1.98 0.17 -2.36
S -1.09 0.09 -0.80
O -2.03 0.23 0.28
O 0.08 0.95 -0.86
C -0.60 -1.62 -0.94
H -1.29 -3.19 -2.28
H -2.57 -2.38 -1.37
H -0.93 -1.20 -3.66
H -2.67 -1.45 -3.64
H -1.56 0.97 -2.96
H -3.02 0.39 -2.13
H -0.59 -2.07 0.04
H 0.40 -1.64 -1.38
C -6.19 -4.35 -5.77
C -6.19 -4.57 -4.25
C -4.84 -5.19 -3.88
S -3.66 -4.61 -5.11
O -3.20 -5.73 -5.88
O -2.74 -3.69 -4.50
C -4.85 -3.70 -6.10
H -7.02 -3.73 -6.09
H -6.27 -5.31 -6.29
H -6.31 -3.61 -3.74
H -7.01 -5.22 -3.94
H -4.49 -4.87 -2.90
H -4.85 -6.28 -3.93
H -4.57 -3.76 -7.15
H -4.83 -2.66 -5.77
C 5.43 1.44 -2.29
C 4.43 0.62 -1.46
C 3.07 1.32 -1.55
S 3.06 2.19 -3.12
O 3.02 3.61 -2.87
O 2.12 1.57 -4.02
C 4.73 1.75 -3.60
H 6.36 0.90 -2.45
H 5.66 2.37 -1.76
H 4.35 -0.39 -1.89
H 4.75 0.51 -0.43
H 2.23 0.63 -1.53
H 2.95 2.06 -0.76
H 5.17 2.58 -4.15
H 4.66 0.87 -4.24
*
```

Results
E_tot: -130429.92022 eV
HOMO energy: -9.56 eV
LUMO level: -0.0430 Eh



# 9
Formula: C4H8O4S2
Source: the Open Molecules 2025 dataset
Level of theory: ωB97M-V with the def2-TZVPD basis set

ORCA input file:
```
! wB97M-V def2-TZVPD RIJCOSX def2/J DEFGRID3
* xyz 0 1
O -1.90 -0.21 2.88
S -1.32 -0.57 1.59
O -1.24 -1.96 1.22
C 0.41 0.00 1.49
C 1.05 -0.30 0.10
O 1.24 -1.57 -0.35
C 0.55 0.60 -1.06
O 0.42 2.11 -0.93
C -0.94 0.16 -1.37
S -2.25 0.29 -0.06
H 0.75 1.02 1.76
H 0.87 -0.81 2.14
H 2.13 0.15 0.41
H 0.18 -1.87 -0.38
H 1.07 0.30 -1.89
H 1.31 2.58 -1.42
H -1.28 0.98 -2.07
H -1.03 -0.90 -2.08
*
```

Results
E_tot: -34134.71269 eV
SMILES string: O=S1(=O)C[C@@H](O)[C@H](O)CS1
ΔE to the lowest compared entry with this formula, charge and spin: 70.54 kcal/mol
HOMO energy: -9.82 eV
LUMO level: 0.0058 Eh



# 10
Formula: C2H5NO
Source: the Open Molecules 2025 dataset
Level of theory: ωB97M-V with the def2-TZVPD basis set

ORCA input file:
```
! wB97M-V def2-TZVPD RIJCOSX def2/J DEFGRID3
* xyz 0 1
N 0.51 1.60 -0.99
C -0.60 1.61 -0.49
O -1.63 1.50 0.05
H 0.86 2.33 -1.59
C 0.17 -1.41 0.60
H -0.84 -1.01 0.72
H 0.14 -2.29 -0.03
H 0.57 -1.67 1.59
H 0.82 -0.66 0.14
*
```

Results
E_tot: -5692.61016 eV
SMILES string: N=C=O.C
ΔE to the lowest compared entry with this formula, charge and spin: 14.28 kcal/mol
HOMO energy: -11.21 eV
LUMO level: 0.0270 Eh



# 11
Formula: C34H81O22P5
Source: the Open Molecules 2025 dataset
Level of theory: ωB97M-V with the def2-TZVPD basis set

ORCA input file:
```
! wB97M-V def2-TZVPD RIJCOSX def2/J DEFGRID3
* xyz 0 1
C -3.00 2.36 0.33
C -2.14 3.22 1.23
O -1.52 4.25 0.52
P -0.98 5.56 1.33
O -1.76 5.90 2.51
O 0.58 5.42 1.64
C 1.55 5.12 0.59
C 2.31 6.36 0.14
O -0.91 6.56 0.09
C -2.11 7.00 -0.66
C -1.66 8.15 -1.55
H -3.33 1.47 0.82
H -3.84 2.90 -0.07
H -2.35 2.03 -0.53
H -2.70 3.69 2.05
H -1.38 2.57 1.71
H 2.19 4.39 1.03
H 1.04 4.57 -0.21
H 3.14 6.67 0.84
H 2.90 6.08 -0.73
H 1.64 7.16 -0.20
H -2.46 6.17 -1.22
H -2.82 7.39 0.02
H -0.74 8.00 -2.16
H -2.40 8.29 -2.31
H -1.48 9.07 -1.00
C -3.87 1.29 4.14
C -4.03 -0.03 3.37
O -3.01 -0.97 3.80
P -1.62 -1.01 3.05
O -1.11 0.33 2.79
O -0.80 -1.98 3.92
C -0.43 -1.59 5.28
C 1.09 -1.31 5.41
O -1.91 -1.84 1.72
C -2.74 -3.04 1.75
C -2.74 -3.69 0.36
H -4.72 1.95 3.96
H -3.78 1.23 5.23
H -3.05 1.93 3.73
H -4.96 -0.50 3.71
H -3.99 0.16 2.33
H -1.03 -0.70 5.54
H -0.74 -2.38 5.93
H 1.42 -1.19 6.41
H 1.71 -2.10 5.01
H 1.35 -0.36 4.89
H -2.36 -3.85 2.38
H -3.72 -2.65 2.08
H -1.72 -3.98 0.25
H -3.35 -4.59 0.27
H -2.88 -2.99 -0.42
C 1.88 -5.08 -1.26
C 2.50 -3.69 -0.96
O 1.74 -2.63 -1.58
P 2.29 -1.96 -2.92
O 3.32 -2.84 -3.51
O 0.91 -1.70 -3.72
C 0.95 -0.62 -4.79
C -0.35 -0.72 -5.53
O 2.81 -0.54 -2.55
C 3.82 0.12 -3.29
C 4.66 0.79 -2.24
H 2.05 -5.43 -2.28
H 2.40 -5.75 -0.48
H 0.85 -5.06 -0.98
H 2.35 -3.54 0.15
H 3.57 -3.62 -1.29
H 1.09 0.31 -4.27
H 1.84 -0.88 -5.37
H -0.45 -0.02 -6.37
H -0.48 -1.67 -6.00
H -1.21 -0.47 -4.93
H 4.41 -0.58 -3.87
H 3.35 0.87 -3.91
H 5.22 -0.04 -1.75
H 5.38 1.51 -2.54
H 4.06 1.16 -1.43
C -2.47 -4.10 -3.19
C -2.48 -2.60 -3.53
O -3.19 -1.81 -2.54
P -4.39 -0.82 -2.88
O -4.90 -0.80 -4.24
O -5.45 -1.17 -1.76
C -5.16 -1.04 -0.37
C -6.27 -0.16 0.19
O -3.84 0.53 -2.34
C -3.67 1.69 -3.24
C -4.95 2.57 -3.32
H -1.77 -4.61 -3.84
H -2.20 -4.26 -2.14
H -3.50 -4.53 -3.33
H -1.44 -2.28 -3.62
H -2.95 -2.48 -4.49
H -5.18 -1.93 0.27
H -4.20 -0.55 -0.22
H -7.29 -0.56 0.00
H -6.17 -0.02 1.27
H -6.29 0.79 -0.32
H -2.84 2.23 -2.80
H -3.32 1.28 -4.22
H -5.81 2.14 -3.89
H -5.40 2.79 -2.36
H -4.68 3.55 -3.73
C 2.40 -4.14 3.34
C 2.84 -2.75 2.98
O 4.03 -2.94 2.09
P 4.58 -1.54 1.56
O 3.61 -0.59 1.03
O 5.50 -1.07 2.70
C 5.81 0.32 2.90
C 4.80 0.97 3.76
O 5.58 -2.02 0.42
C 6.28 -3.26 0.47
C 6.92 -3.44 -0.89
H 3.26 -4.60 3.74
H 1.53 -4.06 4.01
H 2.21 -4.65 2.39
H 2.10 -2.19 2.43
H 3.15 -2.26 3.91
H 6.78 0.45 3.41
H 5.82 0.81 1.96
H 4.76 0.40 4.70
H 5.07 2.02 4.01
H 3.81 1.10 3.36
H 7.05 -3.28 1.25
H 5.65 -4.18 0.72
H 7.66 -2.67 -1.09
H 7.40 -4.39 -1.02
H 6.16 -3.29 -1.64
O -0.77 0.83 -2.90
C -0.35 0.68 -1.77
C -0.65 -0.45 -0.80
C 0.51 -0.34 0.22
C 0.77 1.11 0.29
O 0.48 1.54 -1.12
H -1.67 -0.23 -0.39
H -0.57 -1.36 -1.33
H 0.37 -0.81 1.22
H 1.38 -0.81 -0.20
H 0.07 1.57 0.99
H 1.83 1.28 0.50
*
```

Results
E_tot: -128074.49492 eV
SMILES string: CCOP(=O)(OCC)OCC.CCOP(=O)(OCC)OCC.CCOP(=O)(OCC)OCC.CCOP(=O)(OCC)OCC.CCOP(=O)(OCC)OCC.O=C1CCCO1
HOMO energy: -9.72 eV
LUMO level: 0.0166 Eh



# 12
Formula: C6H18N2O
Source: the Open Molecules 2025 dataset
Level of theory: ωB97M-V with the def2-TZVPD basis set

ORCA input file:
```
! wB97M-V def2-TZVPD RIJCOSX def2/J DEFGRID3
* xyz 0 1
C 0.65 1.30 -0.94
C -0.43 2.34 -0.67
C 1.69 1.72 -1.97
C -0.35 -0.04 -1.99
O 1.18 0.84 0.19
H 1.14 -0.48 0.39
H -0.89 2.70 -1.59
H 0.03 3.18 -0.15
H -1.19 1.90 -0.03
H 2.37 0.89 -2.19
H 1.23 2.04 -2.90
H 2.28 2.55 -1.57
H 0.29 -0.77 -2.49
H -0.69 0.66 -2.75
H -1.28 -0.44 -1.59
C -0.78 -1.60 1.40
C -0.35 -2.28 2.70
N -1.31 -0.25 1.58
N 0.32 -1.54 0.43
H -1.58 -2.19 0.93
H -2.05 -0.24 2.27
H -0.56 0.38 1.86
H 0.01 -1.04 -0.49
H 1.01 -2.28 0.51
H 0.44 -1.70 3.18
H -1.19 -2.36 3.38
H 0.01 -3.29 2.50
*
```

Results
E_tot: -11539.19673 eV
ΔE to the lowest compared entry with this formula, charge and spin: 57.85 kcal/mol
HOMO energy: -8.06 eV
LUMO level: 0.0283 Eh



# 13
Formula: C17H48GeN6O2PPtSe
Source: the Open Molecules 2025 dataset
Level of theory: ωB97M-V with the def2-TZVPD basis set

ORCA input file:
```
! wB97M-V def2-TZVPD RIJCOSX def2/J DEFGRID3
* xyz 3 1
Pt 0.91 -0.91 0.06
C 0.15 -3.91 -0.35
C 1.35 -4.15 0.57
N 2.16 -2.93 0.75
C 2.48 -2.57 2.13
C 1.23 -2.14 2.90
N 0.41 -1.19 2.12
C -1.04 -1.49 2.12
C -1.33 -2.77 1.32
N -0.64 -2.73 0.03
H 0.52 -3.72 -1.36
H -0.46 -4.82 -0.37
H 1.01 -4.50 1.55
H 1.94 -4.95 0.13
H 3.01 -3.00 0.21
H 2.96 -3.40 2.68
H 3.18 -1.74 2.10
H 0.62 -3.01 3.14
H 1.54 -1.70 3.84
H 0.54 -0.25 2.50
H -1.44 -1.61 3.14
H -1.56 -0.66 1.65
H -1.01 -3.65 1.88
H -2.41 -2.84 1.20
H -1.29 -2.51 -0.73
C -7.69 1.02 -0.56
Ge -5.91 0.93 0.24
C -5.82 -0.04 1.95
C -4.97 2.66 0.31
C -4.83 -0.29 -1.04
Se -2.94 -0.03 -1.03
C -2.82 1.32 -2.41
H -8.33 1.63 0.07
H -8.14 0.02 -0.62
H -7.67 1.46 -1.55
H -6.35 0.53 2.72
H -4.79 -0.19 2.28
H -6.32 -1.00 1.86
H -5.37 3.24 1.14
H -5.13 3.24 -0.60
H -3.90 2.53 0.48
H -5.21 -0.12 -2.05
H -5.05 -1.31 -0.73
H -3.56 2.09 -2.21
H -3.01 0.86 -3.38
H -1.82 1.75 -2.40
N 3.03 4.58 1.72
C 3.16 3.25 2.40
P 3.47 1.95 1.06
O 3.53 2.82 -0.18
O 2.53 0.80 1.17
C 5.27 1.41 1.20
N 5.83 1.50 -0.19
H 3.77 5.23 1.97
H 2.14 5.04 1.89
H 3.12 4.34 0.69
H 2.23 2.99 2.90
H 3.94 3.27 3.16
H 5.36 0.40 1.59
H 5.83 2.08 1.84
H 6.82 1.73 -0.23
H 5.24 2.23 -0.66
H 5.68 0.64 -0.73
C 1.25 -0.84 -4.08
C 1.67 0.04 -2.87
C 1.20 1.49 -3.11
C 3.22 0.01 -2.73
N 1.09 -0.47 -1.72
H 1.70 -0.43 -4.98
H 0.16 -0.84 -4.19
H 1.58 -1.87 -3.94
H 1.77 1.91 -3.94
H 1.36 2.09 -2.22
H 0.14 1.51 -3.38
H 3.66 0.37 -3.66
H 3.55 -1.01 -2.54
H 3.49 0.66 -1.90
*
```

Results
E_tot: -165814.39561 eV
ΔE to the lowest compared entry with this formula, charge and spin: 59.17 kcal/mol
HOMO energy (spin up / spin down): -13.93 / -13.93 eV
LUMO level (spin up / spin down): -0.3773 / -0.3772 Eh



# 14
Formula: C3HF
Source: the Open Molecules 2025 dataset
Level of theory: ωB97M-V with the def2-TZVPD basis set

ORCA input file:
```
! wB97M-V def2-TZVPD RIJCOSX def2/J DEFGRID3
* xyz 0 1
C 2.40 -0.24 -0.33
C 1.34 -0.47 0.11
C -1.05 -0.07 -0.21
F -0.90 1.21 0.01
H -1.79 -0.43 0.42
*
```

Results
E_tot: -5832.74790 eV
ΔE to the lowest compared entry with this formula, charge and spin: 147.90 kcal/mol
HOMO energy (spin up / spin down): -10.26 / -10.61 eV
LUMO level (spin up / spin down): -0.0899 / -0.0896 Eh



# 15
Formula: C5H9NO
Source: the Open Molecules 2025 dataset
Level of theory: ωB97M-V with the def2-TZVPD basis set

ORCA input file:
```
! wB97M-V def2-TZVPD RIJCOSX def2/J DEFGRID3
* xyz 0 1
C 0.17 -1.95 -0.91
O -0.73 -0.53 -0.68
C -0.60 0.31 0.25
C -1.13 1.70 0.09
C 0.21 0.02 1.46
C 1.66 -0.02 -1.43
N 1.92 1.09 -1.13
H 0.26 -2.03 -1.99
H 1.16 -2.09 -0.46
H -0.60 -2.57 -0.48
H -1.40 2.18 1.04
H -1.95 1.77 -0.63
H -0.26 2.23 -0.34
H 1.20 0.44 1.23
H 0.30 -1.06 1.62
H -0.20 0.51 2.35
*
```

Results
E_tot: -8864.29171 eV
ΔE to the lowest compared entry with this formula, charge and spin: 113.48 kcal/mol
HOMO energy: -8.55 eV
LUMO level: -0.0125 Eh



# 16
Formula: C3H3NO
Source: the Open Molecules 2025 dataset
Level of theory: ωB97M-V with the def2-TZVPD basis set

ORCA input file:
```
! wB97M-V def2-TZVPD RIJCOSX def2/J DEFGRID3
* xyz 0 1
C 0.00 -0.02 -0.16
C -1.33 -0.75 -0.65
O -1.76 -0.56 -1.75
C -2.02 -1.61 0.27
N -2.50 -2.22 1.10
H 0.81 -0.62 -0.07
H -0.24 0.51 0.81
H 0.38 0.70 -0.94
*
```

Results
E_tot: -6695.82870 eV
SMILES string: CC(=O)C#N
ΔE to the lowest compared entry with this formula, charge and spin: 15.30 kcal/mol
HOMO energy: -11.16 eV
LUMO level: -0.0132 Eh